Version A
ORCA calculation (ωB97M-V with the def2-TZVPD basis set) on a cluster of 16 separate species, H30O19S in total.

Output
* molecular weight: 366.29 g mol⁻¹
* total charge: -2

Geometry (Å):
S: 0.081 0.337 0.010
O: -1.207 0.975 0.375
O: 0.767 1.171 -0.998
O: 0.893 0.266 1.207
O: -0.152 -0.971 -0.612
O: -2.562 -1.783 -0.812
H: -1.581 -1.606 -0.776
H: -2.485 -2.742 -0.961
O: -2.492 1.756 2.542
H: -2.070 2.577 2.824
H: -2.003 1.513 1.764
O: 2.554 0.432 -2.388
H: 1.816 0.778 -1.844
H: 2.484 -0.518 -2.298
O: 3.057 -2.029 -1.608
H: 2.315 -2.525 -1.271
H: 3.462 -1.593 -0.849
O: 0.825 1.581 3.283
H: 0.892 2.468 2.853
H: 0.779 0.994 2.476
O: -3.558 0.710 -0.331
H: -2.639 0.968 -0.097
H: -3.938 1.450 -0.878
O: -2.406 -1.002 2.181
H: -1.727 -1.276 2.786
H: -2.728 -0.154 2.447
O: 1.901 -1.868 2.446
H: 1.495 -1.132 1.996
H: 2.507 -1.524 3.092
O: 0.341 -1.861 -2.913
H: -0.480 -2.064 -3.342
H: 0.032 -1.521 -2.056
O: -1.267 -4.221 -1.455
H: -1.581 -4.915 -0.798
H: -0.571 -3.759 -0.904
O: -0.355 2.246 -2.967
H: 0.182 1.946 -2.211
H: -1.173 1.728 -3.008
O: 1.511 3.554 -0.484
H: 1.198 2.664 -0.665
H: 0.739 4.117 -0.563
O: -1.291 3.676 0.245
H: -1.209 3.820 -0.743
H: -1.161 2.706 0.278
O: 0.747 -3.218 -0.084
H: 0.499 -3.434 0.748
H: 0.348 -2.324 -0.261
O: 3.377 1.002 1.377
H: 2.412 0.904 1.232
H: 3.421 1.698 2.014

Version B
ORCA calculation (ωB97M-V with the def2-TZVPD basis set) on a structure of composition H30O19S.

Output
* molecular weight: 366.29 g mol⁻¹
* total charge: -2

Geometry (Å):
S: 2.766 15.925 25.546
O: 3.907 16.788 25.545
O: 1.808 16.372 24.618
O: 3.213 14.603 25.276
O: 2.022 15.985 26.838
O: -0.769 17.747 26.802
H: 0.018 17.724 27.174
H: -0.810 17.162 26.056
O: 6.448 16.144 26.364
H: 5.467 16.352 25.993
H: 6.957 16.782 25.968
O: 5.322 18.041 23.591
H: 4.843 17.452 24.119
H: 4.651 18.584 23.184
O: 4.135 19.375 26.505
H: 3.193 19.566 26.657
H: 4.002 18.385 26.403
O: 2.735 17.691 22.507
H: 1.932 18.153 22.006
H: 2.283 17.246 23.391
O: 0.981 17.895 28.037
H: 1.247 17.070 27.528
H: 1.254 18.473 27.452
O: -0.046 14.693 27.514
H: 0.838 15.112 27.402
H: -0.147 13.785 27.357
O: 0.498 18.575 24.415
H: 0.901 17.673 24.549
H: -0.326 18.640 23.839
O: -1.054 15.274 25.410
H: -0.541 15.530 24.574
H: -0.468 14.718 26.004
O: 3.051 14.766 29.030
H: 4.008 14.933 28.763
H: 2.348 14.920 28.423
O: 5.332 13.777 26.571
H: 5.785 14.613 26.551
H: 4.435 14.081 26.096
O: 1.862 12.250 25.855
H: 2.167 11.591 25.281
H: 2.179 13.192 25.588
O: 3.137 13.299 22.785
H: 3.331 13.565 23.676
H: 2.408 13.609 22.470
O: 0.145 16.480 29.696
H: 0.170 15.821 28.988
H: 0.458 17.187 29.288
O: 0.582 15.715 23.291
H: 1.406 15.975 23.674
H: 0.445 16.565 23.008

Energy relative to the most stable one, in kcal/mol: version A 0.0; version B 156.1

Version A
ORCA calculation (ωB97M-V with the def2-TZVPD basis set) on the ion C8H12N5 with charge +1.

Output
* molecular weight: 178.22 g mol⁻¹
* total charge: +1

Geometry (Å):
C: -3.143 0.257 1.013
N: -1.958 0.599 0.132
N: -2.012 1.948 -0.395
C: -0.608 0.315 0.652
C: -0.034 -0.627 -0.208
C: 1.237 -1.360 -0.096
N: 1.291 -2.666 -0.448
C: 2.403 -0.905 0.497
C: 3.041 0.388 0.665
C: 2.997 1.421 -0.125
N: 2.598 2.446 -0.621
C: -0.975 -0.863 -1.237
N: -2.057 -0.212 -1.041
H: -3.184 -0.704 1.268
H: -3.041 1.033 1.758
H: -4.021 0.344 0.517
H: -1.167 2.484 -0.395
H: -2.398 1.741 -1.304
H: -0.449 0.721 1.597
H: 1.866 -3.372 -0.064
H: 0.358 -3.048 -0.726
H: 3.163 -1.775 0.823
H: 4.038 0.418 1.294
H: 2.748 2.915 -1.527
H: -0.691 -1.499 -2.030

Version B
ORCA calculation (ωB97M-V with the def2-TZVPD basis set) on the ion C8H12N5 with charge +1.

Output
* molecular weight: 178.22 g mol⁻¹
* total charge: +1

Geometry (Å):
C: 1.199 -1.042 -1.466
C: 0.270 -0.045 -0.650
N: -0.402 0.959 -1.651
C: 0.763 0.853 0.470
C: 0.093 1.909 1.093
N: 0.982 2.517 1.951
C: 2.101 1.801 1.974
N: 2.014 0.757 1.111
C: -0.893 -0.840 -0.157
C: -1.465 -1.926 -0.771
N: -2.450 -2.404 0.014
C: -2.470 -1.656 1.081
N: -1.546 -0.666 1.042
H: 0.601 -1.366 -2.214
H: 1.540 -1.824 -0.679
H: 2.052 -0.450 -1.803
H: -0.945 0.275 -2.233
H: 0.292 1.494 -2.281
H: -0.765 1.619 -0.973
H: -0.930 2.195 0.794
H: 3.017 1.836 2.468
H: 2.737 0.094 1.054
H: -1.282 -2.439 -1.755
H: -3.072 -1.725 1.892
H: -1.441 0.074 1.686

Energy relative to the most stable one, in kcal/mol: version A 120.0; version B 0.0

Version A
ORCA calculation (ωB97M-V with the def2-TZVPD basis set) on a cluster of 2 separate species, C5H10O2 in total.

Output
* spin multiplicity: 2
* molecular weight: 102.13 g mol⁻¹
* total charge: +1

Geometry (Å):
C: -2.374 -1.253 1.065
C: 1.515 -0.707 -1.680
C: 0.534 0.144 -1.148
O: 0.341 1.347 -1.609
C: -0.690 -0.613 -0.628
C: -1.018 -0.743 0.663
H: -2.319 -1.711 2.051
H: -3.114 -0.462 1.218
H: -2.731 -2.005 0.358
H: 2.249 -0.189 -2.303
H: 1.342 -1.766 -1.816
H: -0.633 1.468 -1.641
H: -1.383 -0.675 -1.463
H: -0.398 -0.427 1.493
H: 0.932 1.856 2.846
H: 1.343 0.503 2.363
O: 1.692 1.378 2.504

Version B
ORCA calculation (ωB97M-V with the def2-TZVPD basis set) on a cluster of 2 separate species, C5H10O2 in total.

Output
* spin multiplicity: 2
* molecular weight: 102.13 g mol⁻¹
* total charge: +1

Geometry (Å):
C: -0.127 2.821 1.033
C: -0.607 1.887 0.208
C: -0.231 0.497 0.215
C: -0.473 -0.148 -0.997
O: -1.480 0.190 -1.787
C: 0.302 -1.397 -1.418
H: -0.123 3.864 0.687
H: 0.428 2.649 1.968
H: -1.439 2.213 -0.361
H: 0.345 0.019 0.991
H: -1.525 -0.424 -2.574
H: -0.297 -2.291 -1.656
H: 1.069 -1.724 -0.690
H: 0.858 -1.133 -2.324
H: 1.706 -2.519 2.707
H: 0.556 -2.552 1.706
O: 1.039 -1.953 2.292

Energy relative to the most stable one, in kcal/mol: version A 35.9; version B 0.0

Version A
ORCA calculation (ωB97M-V with the def2-TZVPD basis set) on an isolated molecule of C7H14O3.

Output
* molecular weight: 146.19 g mol⁻¹
* total charge: 0

Geometry (Å):
C: -1.907 2.557 -0.714
C: -1.668 1.068 -0.681
O: -1.784 0.344 -1.642
O: -1.302 0.662 0.528
C: -0.738 -0.644 0.740
O: -1.488 -1.647 0.176
C: 0.766 -0.657 0.331
C: 1.396 0.708 0.622
C: 1.451 -1.726 1.189
C: 0.957 -1.018 -1.145
H: -1.942 2.958 0.298
H: -2.831 2.774 -1.244
H: -1.093 3.012 -1.267
H: -0.811 -0.770 1.830
H: -1.594 -1.444 -0.769
H: 1.169 1.027 1.636
H: 2.478 0.641 0.511
H: 1.032 1.466 -0.067
H: 2.483 -1.861 0.873
H: 0.928 -2.676 1.090
H: 1.448 -1.436 2.237
H: 2.019 -1.016 -1.380
H: 0.568 -2.013 -1.347
H: 0.463 -0.308 -1.804

Version B
ORCA calculation (ωB97M-V with the def2-TZVPD basis set) on a cluster of 2 separate species, C7H14O3 in total.

Output
* molecular weight: 146.19 g mol⁻¹
* total charge: 0

Geometry (Å):
C: -0.658 -2.696 0.456
C: -0.607 -1.823 1.700
C: -1.110 -2.567 2.933
C: -1.234 -0.403 1.557
O: -2.488 -0.240 2.163
C: 0.003 0.223 2.243
C: 0.717 -1.092 1.979
C: 2.055 -1.465 1.535
O: 1.748 -1.555 2.914
H: -0.253 -2.164 -0.417
H: -1.696 -2.988 0.236
H: -0.075 -3.618 0.598
H: -2.147 -2.897 2.783
H: -1.077 -1.943 3.836
H: -0.488 -3.456 3.109
H: -1.280 -0.115 0.495
H: -2.848 0.617 1.923
H: -0.184 0.369 3.316
H: 0.436 1.133 1.810
H: 2.216 -2.424 1.036
H: 2.637 -0.623 1.022
O: 1.854 0.052 -1.402
H: 1.032 -0.238 -0.872
H: 1.859 1.013 -1.363

Energy relative to the most stable one, in kcal/mol: version A 0.0; version B 63.5

Version A
ORCA calculation (ωB97M-V with the def2-TZVPD basis set) on an isolated molecule of C7H8N2O3.

Output
* molecular weight: 168.15 g mol⁻¹
* total charge: 0

Geometry (Å):
C: 0.358 -2.161 2.273
C: 0.291 -1.015 1.260
C: 0.507 0.323 1.641
C: 0.344 1.354 0.706
C: -0.130 1.026 -0.622
C: -0.316 2.134 -1.640
O: -0.542 1.909 -2.823
O: -0.124 3.396 -1.170
C: -0.244 -0.337 -0.935
N: -0.652 -0.735 -2.230
N: -0.081 -1.302 -0.015
O: -0.218 -2.456 -0.359
H: -0.588 -2.696 2.329
H: 1.177 -2.838 2.014
H: 0.580 -1.794 3.292
H: 0.794 0.568 2.667
H: 0.515 2.346 1.022
H: -0.162 3.979 -1.946
H: -0.807 -0.018 -2.935
H: -0.701 -1.684 -2.530

Version B
ORCA calculation (ωB97M-V with the def2-TZVPD basis set) on a cluster of 2 separate species, C7H8N2O3 in total.

Output
* molecular weight: 168.15 g mol⁻¹
* total charge: 0

Geometry (Å):
C: -2.380 -2.783 0.304
C: -1.715 -1.591 0.358
C: -0.481 -1.223 -0.214
C: -0.015 0.047 -0.154
N: 1.324 0.487 -0.381
C: 1.449 1.703 -0.098
C: 0.164 2.404 0.228
N: -0.707 1.258 0.317
O: -2.018 1.525 -0.054
H: -3.249 -2.687 0.879
H: -1.983 -3.648 -0.197
H: -2.185 -0.707 0.778
H: 0.382 -1.787 -0.599
H: 2.459 1.960 -0.200
H: 0.328 2.914 1.095
H: -0.048 3.119 -0.480
H: -2.034 1.705 -0.961
O: 3.012 -1.851 -0.502
C: 3.528 -0.870 -0.190
O: 4.170 0.024 0.071

Energy relative to the most stable one, in kcal/mol: version A 0.0; version B 57.5

Version A
ORCA calculation (ωB97M-V with the def2-TZVPD basis set) on a structure of composition C8H7N3O.

Output
* molecular weight: 161.16 g mol⁻¹
* total charge: 0

Geometry (Å):
O: -3.624 1.607 1.431
N: -2.230 2.405 -0.200
C: -2.575 1.555 0.874
C: -1.397 1.689 -0.761
C: 2.447 -1.488 -0.230
C: 1.552 -1.626 -1.217
C: 2.248 -0.611 0.890
C: 0.364 -0.946 -1.190
C: 0.967 0.090 0.925
C: 0.049 -0.165 -0.125
N: -1.788 0.493 1.098
N: -1.211 0.427 -0.157
H: -0.843 2.015 -1.615
H: 3.279 -2.118 -0.434
H: 1.884 -2.227 -2.042
H: 3.033 -0.633 1.789
H: -0.381 -0.927 -1.946
H: 0.625 0.765 1.619
H: -2.401 -0.305 1.292

Version B
ORCA calculation (ωB97M-V with the def2-TZVPD basis set) on an isolated molecule of C8H7N3O.

Output
* molecular weight: 161.16 g mol⁻¹
* total charge: 0

Geometry (Å):
N: 0.602 -0.334 -3.263
N: -0.322 -0.092 -2.332
C: 0.085 -0.098 -1.103
C: 1.517 -0.333 -0.677
O: 2.546 -0.558 -1.279
N: 1.446 -0.273 0.723
C: 0.254 0.077 1.222
C: -0.184 0.068 2.541
C: -1.498 0.391 2.783
C: -2.392 0.652 1.713
C: -1.980 0.512 0.377
C: -0.639 0.159 0.108
H: 1.552 -0.410 -3.123
H: 0.302 -0.300 -4.215
H: 2.237 -0.560 1.257
H: 0.426 -0.055 3.401
H: -1.829 0.364 3.793
H: -3.395 1.076 1.876
H: -2.723 0.672 -0.437

Energy relative to the most stable one, in kcal/mol: version A 40.0; version B 0.0

Version A
ORCA calculation (ωB97M-V with the def2-TZVPD basis set) on a cluster of 2 separate species, C5H11O in total.

Output
* spin multiplicity: 3
* molecular weight: 87.14 g mol⁻¹
* total charge: +1

Geometry (Å):
C: 0.402 -0.434 0.631
C: -0.880 0.168 0.461
C: 2.275 0.836 0.068
C: -1.103 1.636 0.318
C: -0.761 -2.115 -0.842
O: -0.315 -0.679 -0.597
H: 0.831 -1.244 1.178
H: -1.703 -0.480 0.850
H: 2.245 1.685 0.735
H: 1.972 0.681 -0.973
H: 2.963 0.030 0.527
H: -0.586 2.208 1.043
H: -2.040 1.981 0.360
H: -0.736 1.975 -0.654
H: -1.448 -2.060 -1.727
H: 0.155 -2.717 -1.108
H: -1.159 -2.592 0.069

Version B
ORCA calculation (ωB97M-V with the def2-TZVPD basis set) on a cluster of 2 separate species, C5H11O in total.

Output
* spin multiplicity: 3
* molecular weight: 87.14 g mol⁻¹
* total charge: +1

Geometry (Å):
C: -0.207 -0.191 0.742
C: 0.865 0.393 -0.144
C: -0.288 -1.611 1.132
C: 1.528 -0.527 -1.159
C: -1.404 1.650 -0.561
O: -0.717 0.325 -0.498
H: -0.446 0.771 2.201
H: 1.359 1.347 0.000
H: -0.057 -1.599 2.176
H: 0.522 -2.124 0.601
H: -1.335 -2.081 1.112
H: 0.908 -1.492 -1.301
H: 2.579 -0.872 -0.991
H: 1.500 -0.035 -2.038
H: -1.583 1.956 -1.637
H: -2.359 1.243 -0.261
H: -0.892 2.284 0.040

Energy relative to the most stable one, in kcal/mol: version A 0.0; version B 21.5

Version A
ORCA calculation (ωB97M-V with the def2-TZVPD basis set) on the ion C5H10IN2 with charge +1.

Output
* molecular weight: 225.05 g mol⁻¹
* total charge: +1

Geometry (Å):
C: 1.632 0.889 -0.464
C: -0.173 0.588 1.402
C: -1.047 0.050 0.354
C: -0.509 1.423 -1.367
C: -0.872 -1.313 -0.153
N: 1.229 0.718 0.790
N: 0.848 1.154 -1.497
I: -1.190 3.236 -0.647
H: 2.673 0.750 -0.623
H: -0.597 1.588 1.575
H: 0.055 -0.116 2.244
H: -2.079 0.408 0.425
H: -1.045 1.104 -2.163
H: 0.177 -1.750 -0.509
H: -1.712 -1.548 -0.726
H: -0.877 -1.884 0.728
H: 1.941 0.445 1.442
H: 1.449 1.165 -2.326

Version B
ORCA calculation (ωB97M-V with the def2-TZVPD basis set) on a structure of composition C5H10IN2.

Output
* molecular weight: 225.05 g mol⁻¹
* total charge: +1

Geometry (Å):
C: 1.596 -1.582 -0.554
C: 0.381 -1.146 -0.277
C: -0.124 1.317 0.557
C: -0.961 -1.681 -0.818
C: 0.185 1.748 -0.789
N: 0.240 -0.210 0.779
N: -0.548 1.914 1.650
I: -0.445 -1.107 2.492
H: 2.442 -1.209 0.035
H: 1.610 -2.600 -1.069
H: -1.308 -1.221 -1.685
H: -1.744 -1.352 -0.219
H: -0.772 -2.738 -0.873
H: 1.164 1.578 -1.022
H: -0.477 1.233 -1.444
H: 0.080 2.852 -0.930
H: -0.711 2.886 1.618
H: -0.609 1.318 2.550

Energy relative to the most stable one, in kcal/mol: version A 1.2; version B 0.0

Version A
ORCA calculation (ωB97M-V with the def2-TZVPD basis set) on a cluster of 7 separate species, C4H23N2O6 in total.

Output
* molecular weight: 195.24 g mol⁻¹
* total charge: +1

Geometry (Å):
C: -1.773 0.313 3.041
C: -1.922 1.247 1.851
C: -1.679 0.569 0.537
C: -0.497 -0.038 0.359
N: -0.254 -0.932 -0.762
N: -2.757 0.374 -0.266
H: -2.386 -0.565 2.831
H: -1.910 0.859 3.974
H: -0.753 -0.070 3.158
H: -1.342 2.173 1.918
H: -2.933 1.629 1.921
H: 0.324 0.044 1.042
H: 0.242 -0.539 -1.567
H: 0.330 -1.730 -0.471
H: -1.016 -1.434 -1.220
H: -2.658 0.008 -1.195
H: -3.595 0.913 -0.150
H: 2.233 2.170 0.520
H: 1.237 3.411 0.572
O: 1.342 2.485 0.347
H: 0.440 1.504 -1.312
H: 0.343 2.572 -2.313
O: -0.167 1.813 -2.006
H: 2.939 -1.753 1.329
H: 3.346 -0.792 0.300
O: 2.530 -1.107 0.737
H: 1.605 -2.387 -3.694
H: 0.194 -1.831 -3.646
O: 0.907 -2.138 -3.074
H: 2.774 1.815 -2.782
H: 4.041 1.177 -2.244
O: 3.165 1.481 -1.967
H: -0.669 -3.115 1.856
H: -0.715 -4.517 1.293
O: -0.966 -3.609 1.082

Version B
ORCA calculation (ωB97M-V with the def2-TZVPD basis set) on a cluster of 7 separate species, C4H23N2O6 in total.

Output
* molecular weight: 195.24 g mol⁻¹
* total charge: +1

Geometry (Å):
C: -2.875 2.485 -1.435
C: -1.696 2.450 -0.434
C: -0.696 1.355 -0.747
C: -0.351 1.005 -1.991
N: 0.656 0.069 -2.271
N: -0.205 0.591 0.403
H: -3.155 1.605 -1.992
H: -2.682 3.108 -2.300
H: -3.630 3.028 -0.845
H: -1.046 3.315 -0.381
H: -2.074 2.195 0.566
H: -0.486 1.758 -2.760
H: 0.542 -0.810 -1.800
H: 1.014 0.122 -3.205
H: -0.904 0.003 0.853
H: 0.552 -0.062 0.091
H: 0.249 1.193 1.107
H: -2.784 -2.035 1.180
H: -3.613 -0.855 1.349
O: -2.948 -1.195 0.729
H: -1.068 -3.426 1.365
H: -0.058 -2.450 2.227
O: -0.761 -2.540 1.585
H: 4.062 2.428 0.534
H: 3.662 2.497 2.160
O: 3.452 2.264 1.254
H: 2.934 -1.619 -0.669
H: 1.702 -2.503 -0.312
O: 2.035 -1.588 -0.325
H: -0.686 -2.973 -0.863
H: -0.026 -4.054 -1.506
O: -0.080 -3.091 -1.612
H: 2.830 -0.296 4.021
H: 2.902 0.327 2.544
O: 2.330 0.098 3.294

Energy relative to the most stable one, in kcal/mol: version A 0.0; version B 18.0